[1]
# C35H52Cl2MnO4P4

A structure of composition C35H52Cl2MnO4P4 at a distorted geometry (the ωB97M-V functional and the def2-TZVPD basis, the OMol25 dataset).

The geometry in ORCA input format:
```
! wB97M-V def2-TZVPD RIJCOSX def2/J DEFGRID3
* xyz 2 4
P 1.00 1.47 -4.51
C 2.74 1.72 -4.89
C 3.34 1.17 -6.04
H 2.77 0.49 -6.69
C 4.66 1.48 -6.35
H 5.12 1.06 -7.25
C 5.41 2.33 -5.54
H 6.45 2.57 -5.79
C 4.82 2.86 -4.39
H 5.40 3.52 -3.74
C 3.50 2.57 -4.06
H 3.07 2.99 -3.15
C 0.42 0.05 -5.46
C 1.00 -1.21 -5.23
H 1.81 -1.32 -4.50
C 0.54 -2.32 -5.94
H 0.97 -3.30 -5.73
C -0.43 -2.17 -6.93
H -0.76 -3.04 -7.51
C -0.96 -0.91 -7.20
H -1.71 -0.78 -7.98
C -0.55 0.21 -6.46
H -0.96 1.20 -6.68
C 0.12 2.98 -4.97
C 0.54 3.66 -6.12
H 1.34 3.26 -6.74
C -0.08 4.86 -6.48
H 0.23 5.37 -7.39
C -1.10 5.39 -5.69
H -1.59 6.32 -5.99
C -1.50 4.72 -4.53
H -2.30 5.13 -3.92
C -0.88 3.52 -4.16
H -1.16 3.03 -3.22
Mn 0.08 -0.07 -0.12
C -1.80 -0.86 -0.43
C -2.17 -0.93 -1.71
H -2.41 -1.23 0.41
C -1.26 -0.24 -2.74
O -2.14 0.62 -3.49
H -1.65 1.12 -4.16
C -0.09 0.47 -2.09
H -0.84 -1.01 -3.43
C 0.86 1.14 -2.75
Cl -0.27 -0.69 2.04
Cl 2.21 0.76 0.21
P 1.31 -2.12 -0.33
C 2.16 -2.61 1.20
H 1.44 -3.00 1.92
H 2.66 -1.73 1.63
H 2.91 -3.37 0.96
C 0.23 -3.50 -0.77
H -0.24 -3.31 -1.75
H -0.56 -3.61 -0.02
H 0.82 -4.42 -0.83
C 2.59 -2.05 -1.60
H 3.08 -1.07 -1.54
H 2.14 -2.16 -2.60
H 3.32 -2.84 -1.42
P -3.72 -1.64 -2.38
C -4.35 -2.69 -1.09
C -3.27 -2.57 -3.85
H -4.59 -2.09 -0.20
H -3.61 -3.46 -0.82
H -5.27 -3.18 -1.45
H -2.91 -1.90 -4.64
H -4.16 -3.10 -4.21
H -2.48 -3.29 -3.61
C -4.89 -0.36 -2.82
H -5.05 0.31 -1.97
H -5.84 -0.83 -3.09
H -4.51 0.22 -3.67
H 1.72 1.52 -2.21
C -4.53 1.64 2.30
C -3.46 2.19 1.39
O -2.24 1.40 1.46
P -0.83 2.42 1.70
O -1.11 2.58 3.27
C -1.12 1.59 4.37
C -0.94 2.42 5.62
O 0.84 2.77 1.78
C 1.64 2.42 2.95
C 3.02 2.94 2.67
H -4.85 0.62 2.02
H -5.40 2.30 2.19
H -4.21 1.65 3.35
H -3.81 2.18 0.35
H -3.27 3.24 1.67
H -2.10 1.08 4.34
H -0.33 0.86 4.23
H -0.06 3.08 5.52
H -1.85 3.03 5.76
H -0.80 1.77 6.50
H 1.23 2.89 3.86
H 1.63 1.32 3.02
H 3.02 4.02 2.51
H 3.70 2.72 3.51
H 3.41 2.46 1.77
*
```

HOMO energy (spin up / spin down) = -11.97 / -12.07 eV
Relative energy (zero: lowest compared OMol25 entry of this formula, charge and spin) = 0.0 kcal/mol
HOMO-LUMO gap (spin up / spin down) = 0.16660 / 0.23300 hartree
DFT total energy = -138835.154 eV

Mulliken atomic charge list, values in e, 2 entries: atom 1 (P): 2.06, atom 2 (C): 0.44

[2]
# C4H10SSe

A cluster of 2 separate species, C4H10SSe in total at a distorted geometry (the ωB97M-V functional and the def2-TZVPD basis, the OMol25 dataset).

The geometry in ORCA input format:
```
! wB97M-V def2-TZVPD RIJCOSX def2/J DEFGRID3
* xyz 0 3
C -2.64 1.00 -0.24
C 2.32 -0.69 -1.58
C -0.93 -0.69 1.17
C 1.15 0.38 0.95
S -1.70 -0.50 -0.41
Se 1.35 0.85 -0.87
H -3.43 1.14 0.47
H -2.89 1.22 -1.26
H -1.86 1.74 -0.19
H 3.02 -0.23 -2.22
H 2.79 -1.04 -0.61
H 1.52 -1.39 -2.02
H -0.33 -1.61 1.41
H -1.44 -0.19 1.99
H 1.89 -0.45 1.21
H 1.05 1.28 1.64
*
```

HOMO energy (spin up / spin down) = -5.20 / -8.07 eV
Relative energy (zero: lowest compared OMol25 entry of this formula, charge and spin) = 0.0 kcal/mol
HOMO-LUMO gap (spin up / spin down) = 0.21962 / 0.26442 hartree
DFT total energy = -80485.814 eV

Mulliken atomic charge list, values in e, 2 entries: atom 1 (C): -0.87, atom 2 (C): -0.76

[3]
# C44H51NP2SiV

A structure of composition C44H51NP2SiV at a distorted geometry (the ωB97M-V functional and the def2-TZVPD basis, the OMol25 dataset).

The geometry in ORCA input format:
```
! wB97M-V def2-TZVPD RIJCOSX def2/J DEFGRID3
* xyz 0 4
V 0.51 -1.43 -1.74
C 0.54 -2.44 -3.39
C -0.82 -2.04 -2.99
C -1.71 -2.98 -2.21
C -1.05 -3.55 -0.91
C 0.00 -2.65 -0.31
C 1.42 -2.77 -0.63
C 1.94 -3.73 -1.63
C 1.20 -3.72 -3.00
C -0.73 0.44 2.29
H 0.97 -1.97 -4.29
H -1.36 -1.31 -3.61
H -2.04 -3.84 -2.84
H -2.65 -2.48 -1.93
H -1.86 -3.68 -0.15
H -0.62 -4.56 -1.09
H -0.19 -2.43 0.72
H 2.06 -2.54 0.24
H 1.90 -4.77 -1.27
H 3.02 -3.53 -1.78
H 1.97 -3.92 -3.76
H 0.51 -4.59 -3.06
H 0.26 0.28 1.87
H -0.65 1.08 3.18
H -1.34 0.95 1.52
P -1.65 -0.02 -0.66
P -1.52 -1.10 2.77
C -2.86 -0.93 0.27
C -2.63 -1.58 1.47
C -2.57 1.09 -1.76
C -3.11 0.67 -3.00
C -3.62 1.61 -3.89
C -3.61 2.97 -3.57
C -3.10 3.40 -2.34
C -2.61 2.47 -1.43
C 1.25 0.30 -2.46
C 2.55 -0.14 -2.10
C 3.47 -0.23 -3.18
C 3.16 0.31 -4.42
C 1.91 0.89 -4.68
C 0.92 0.89 -3.67
C -2.46 -0.92 4.28
C -3.61 -0.11 4.27
C -4.44 -0.09 5.39
C -4.11 -0.85 6.52
C -2.96 -1.64 6.53
C -2.12 -1.67 5.42
C -0.18 -2.29 3.10
C 1.08 -1.82 3.51
C 2.16 -2.68 3.60
C 2.00 -4.05 3.32
C 0.75 -4.53 2.94
C -0.34 -3.66 2.82
H -3.84 -0.99 -0.21
H -3.32 -2.37 1.78
H -3.15 -0.39 -3.24
H -4.05 1.27 -4.84
H -4.01 3.71 -4.28
H -3.11 4.46 -2.08
H -2.24 2.77 -0.45
H 2.90 -0.10 -1.05
H 4.44 -0.72 -3.02
H 3.91 0.33 -5.23
H 1.75 1.35 -5.66
H -0.04 1.40 -3.81
H -3.85 0.47 3.37
H -5.34 0.52 5.37
H -4.77 -0.83 7.39
H -2.71 -2.24 7.41
H -1.21 -2.28 5.41
H 1.22 -0.76 3.74
H 3.14 -2.29 3.88
H 2.86 -4.72 3.42
H 0.63 -5.59 2.71
H -1.30 -4.05 2.46
C 2.55 1.70 2.73
Si 1.92 2.97 1.49
C 0.37 3.90 2.03
C 3.30 4.22 1.17
N 1.54 2.15 -0.02
C 1.67 2.86 -1.14
C 0.58 3.65 -1.66
C 0.74 4.44 -2.78
C 1.97 4.47 -3.45
C 3.05 3.72 -2.98
C 2.91 2.92 -1.86
H 3.40 2.15 3.28
H 2.93 0.81 2.20
H 1.82 1.38 3.47
H 0.37 4.12 3.11
H 0.31 4.86 1.50
H -0.56 3.35 1.81
H 4.17 3.72 0.71
H 2.99 5.00 0.47
H 3.66 4.71 2.08
H -0.36 3.61 -1.10
H -0.09 5.05 -3.12
H 2.09 5.10 -4.34
H 4.01 3.75 -3.51
H 3.73 2.30 -1.48
*
```

HOMO energy (spin up / spin down) = -5.60 / -6.45 eV
HOMO-LUMO gap (spin up / spin down) = 0.21361 / 0.19982 hartree
DFT total energy = -100080.289 eV

Mulliken atomic charge list, values in e, 2 entries: atom 1 (V): -1.39, atom 2 (C): -0.23

[4]
# C21H27AsF3MnN4O11PS2

A structure of composition C21H27AsF3MnN4O11PS2 (the ωB97M-V functional and the def2-TZVPD basis, the OMol25 dataset).

The geometry in ORCA input format:
```
! wB97M-V def2-TZVPD RIJCOSX def2/J DEFGRID3
* xyz -2 2
Mn -0.51 -0.51 0.48
N -3.73 -3.08 1.04
C -2.42 -2.64 0.99
S -1.91 -1.47 2.16
N -1.67 -3.19 0.07
N -0.43 -2.60 -0.03
C 0.39 -3.26 -0.75
C 1.79 -2.89 -0.96
C 2.44 -3.36 -2.10
C 3.76 -3.01 -2.31
C 4.39 -2.20 -1.38
C 3.67 -1.79 -0.27
N 2.41 -2.13 -0.05
H -4.33 -2.37 1.44
H -4.05 -3.39 0.13
H 0.02 -4.16 -1.23
H 1.90 -3.96 -2.82
H 4.28 -3.34 -3.20
H 5.42 -1.88 -1.51
H 4.11 -1.15 0.49
O -2.46 3.64 0.79
As -2.57 1.91 0.27
O -3.98 1.43 0.96
O -1.06 1.38 0.77
C -2.71 2.20 -1.66
C -2.77 3.52 -2.11
C -2.90 3.81 -3.45
C -2.98 2.78 -4.38
C -2.92 1.47 -3.95
C -2.79 1.18 -2.60
S -2.67 -0.55 -2.16
O -4.00 -1.10 -2.29
O -1.68 -1.11 -3.06
O -2.23 -0.48 -0.75
H -3.28 3.73 1.30
H -2.69 4.31 -1.38
H -2.93 4.84 -3.78
H -3.06 3.00 -5.44
H -2.94 0.64 -4.66
C 2.98 2.94 1.17
C 2.38 1.73 0.48
O 2.54 0.57 1.31
P 1.17 -0.06 1.91
O 1.86 -1.13 2.91
C 1.47 -2.50 2.91
C 0.92 -2.86 4.27
O 0.89 1.15 2.97
C -0.36 1.26 3.65
C -0.65 2.73 3.85
H 2.90 3.82 0.52
H 4.04 2.77 1.39
H 2.46 3.14 2.10
H 2.89 1.52 -0.47
H 1.32 1.91 0.25
H 2.35 -3.10 2.67
H 0.72 -2.68 2.14
H 1.65 -2.64 5.06
H 0.68 -3.93 4.31
H 0.00 -2.31 4.46
H -0.27 0.73 4.61
H -1.15 0.81 3.06
H 0.16 3.22 4.39
H -1.58 2.85 4.41
H -0.78 3.20 2.87
F 1.18 0.89 -4.43
C 1.50 0.20 -3.32
F 1.37 -1.10 -3.61
F 2.83 0.41 -3.11
C 0.69 0.67 -2.06
O 0.29 1.82 -2.09
O 0.66 -0.22 -1.17
*
```

HOMO energy (spin up / spin down) = -2.27 / -2.00 eV
Relative energy (zero: lowest compared OMol25 entry of this formula, charge and spin) = 0.0 kcal/mol
HOMO-LUMO gap (spin up / spin down) = 0.25661 / 0.24672 hartree
DFT total energy = -181974.823 eV

Mulliken atomic charge list, values in e, 2 entries: atom 1 (Mn): 1.02, atom 2 (N): -0.56

[5]
# C5H9N

The molecule C5H9N at a distorted geometry (the ωB97M-V functional and the def2-TZVPD basis, the OMol25 dataset).

The geometry in ORCA input format:
```
! wB97M-V def2-TZVPD RIJCOSX def2/J DEFGRID3
* xyz 0 1
C -2.18 -0.33 -0.17
N -0.87 -0.67 0.29
C -0.02 0.33 0.18
C -0.16 1.67 -0.19
C 1.95 -1.16 0.24
C 1.38 0.21 0.18
H -2.79 -1.25 -0.16
H -2.22 -0.14 -1.26
H -2.68 0.46 0.41
H 3.03 -1.24 0.20
H -0.99 2.17 -0.71
H 0.49 2.48 0.11
H 1.54 -1.77 1.04
H 1.49 -1.77 -0.56
H 2.03 1.02 0.40
*
```

HOMO energy = -7.49 eV
Relative energy (zero: lowest compared OMol25 entry of this formula, charge and spin) = 98.9 kcal/mol
HOMO-LUMO gap = 0.23330 hartree
DFT total energy = -6816.708 eV

Mulliken atomic charge list, values in e, 2 entries: atom 1 (C): -0.93, atom 2 (N): -0.58

[6]
# C2H6N4S

The molecule C2H6N4S at a distorted geometry (the ωB97M-V functional and the def2-TZVPD basis, the OMol25 dataset).

The geometry in ORCA input format:
```
! wB97M-V def2-TZVPD RIJCOSX def2/J DEFGRID3
* xyz 0 3
C 0.01 0.08 0.44
C -0.14 1.49 -0.09
N 1.71 -0.79 -0.36
N 1.18 -1.41 -1.21
N -0.79 -0.88 -0.17
N -0.24 -1.24 -1.34
S -0.09 -0.07 2.22
H 0.22 1.34 -1.20
H 0.52 2.27 0.33
H -1.22 1.90 -0.10
H -1.07 -1.60 0.54
H -0.71 -2.04 -1.71
H 0.63 0.93 2.65
*
```

HOMO energy (spin up / spin down) = -5.36 / -9.35 eV
Relative energy (zero: lowest compared OMol25 entry of this formula, charge and spin) = 43.8 kcal/mol
HOMO-LUMO gap (spin up / spin down) = 0.22980 / 0.28110 hartree
DFT total energy = -18959.941 eV

Mulliken atomic charge list, values in e, 2 entries: atom 1 (C): 0.54, atom 2 (C): -1.03

[7]
# C32H34As2LiNO8P

A structure of composition C32H34As2LiNO8P (the ωB97M-V functional and the def2-TZVPD basis, the OMol25 dataset).

The geometry in ORCA input format:
```
! wB97M-V def2-TZVPD RIJCOSX def2/J DEFGRID3
* xyz 1 1
Li -0.33 1.55 0.54
N -0.18 2.35 -1.40
C 0.72 3.45 -1.57
C 0.42 4.50 -2.43
C 1.31 5.55 -2.57
C 2.51 5.55 -1.87
C 2.81 4.51 -1.01
C 1.92 3.45 -0.84
P 2.06 2.20 0.45
C 3.31 2.81 1.61
C 4.66 2.49 1.50
C 5.58 3.00 2.40
C 5.16 3.85 3.41
C 3.81 4.18 3.53
C 2.89 3.65 2.64
C 2.83 0.73 -0.30
C 3.04 -0.38 0.50
C 3.59 -1.53 -0.03
C 3.90 -1.59 -1.39
C 3.67 -0.50 -2.20
C 3.14 0.67 -1.66
H -1.06 2.52 -1.88
H 0.23 1.52 -1.82
H -0.51 4.49 -2.98
H 1.07 6.37 -3.23
H 3.20 6.37 -1.98
H 3.72 4.53 -0.43
H 5.00 1.83 0.71
H 6.62 2.75 2.30
H 5.87 4.26 4.11
H 3.48 4.83 4.32
H 1.84 3.91 2.74
H 2.80 -0.35 1.56
H 3.78 -2.38 0.60
H 4.32 -2.50 -1.81
H 3.91 -0.54 -3.25
H 2.99 1.54 -2.29
C 0.45 -3.76 -0.06
O -0.06 -3.94 -1.39
C -1.32 -3.59 -1.68
O -1.84 -3.96 -2.70
C -1.99 -2.58 -0.80
C -3.01 -2.89 0.02
As -4.33 -1.72 0.95
C -4.31 -2.53 2.74
C -2.81 -0.44 0.96
C -2.66 0.07 -0.28
As -1.17 -0.80 -1.22
C -1.73 -0.75 -3.10
C -3.65 0.82 -1.11
O -3.24 1.54 -2.00
O -4.91 0.74 -0.71
C -5.86 1.57 -1.41
C -1.58 -0.64 1.75
O -0.68 0.20 1.79
O -1.54 -1.74 2.48
C -0.38 -1.90 3.32
C -3.45 -4.30 0.19
O -4.59 -4.58 0.45
O -2.46 -5.18 0.05
C -2.86 -6.57 0.07
H 1.13 -4.59 0.11
H -0.35 -3.79 0.67
H 1.00 -2.81 -0.01
H -5.28 -2.99 2.88
H -4.16 -1.75 3.48
H -3.53 -3.28 2.85
H -2.79 -0.97 -3.21
H -1.15 -1.51 -3.60
H -1.52 0.23 -3.51
H -6.71 1.65 -0.74
H -6.15 1.08 -2.34
H -5.42 2.54 -1.63
H -0.62 -2.73 3.97
H -0.22 -0.99 3.89
H 0.49 -2.12 2.70
H -1.95 -7.13 -0.09
H -3.57 -6.75 -0.74
H -3.32 -6.81 1.03
*
```

HOMO energy = -10.94 eV
Relative energy (zero: lowest compared OMol25 entry of this formula, charge and spin) = 0.0 kcal/mol
HOMO-LUMO gap = 0.25819 hartree
DFT total energy = -182771.185 eV

Mulliken atomic charge list, values in e, 2 entries: atom 1 (Li): 1.03, atom 2 (N): 0.06

[8]
# C21H58AsF6O8

A structure of composition C21H58AsF6O8 at a distorted geometry (the ωB97M-V functional and the def2-TZVPD basis, the OMol25 dataset).

The geometry in ORCA input format:
```
! wB97M-V def2-TZVPD RIJCOSX def2/J DEFGRID3
* xyz -1 1
As 11.82 8.57 24.75
F 12.83 7.99 26.12
F 12.66 10.20 24.80
F 10.71 9.12 23.42
F 11.03 6.88 24.77
F 10.68 9.17 25.99
F 12.99 7.86 23.50
C 5.10 4.80 22.21
C 6.14 5.28 23.17
O 7.13 4.29 23.12
H 4.78 3.85 22.64
H 5.44 4.70 21.17
H 4.25 5.47 22.12
H 5.70 5.41 24.15
H 6.56 6.25 22.88
H 7.83 4.51 23.74
C 13.76 12.73 19.91
C 14.27 11.44 19.20
O 13.40 10.81 18.22
H 13.90 13.53 19.18
H 14.47 12.99 20.69
H 12.71 12.67 20.20
H 14.48 10.68 19.96
H 15.22 11.62 18.71
H 12.74 10.31 18.71
C 10.41 11.64 31.29
C 10.82 12.56 30.13
O 9.90 12.33 29.05
H 10.27 10.61 30.97
H 9.53 12.02 31.81
H 11.26 11.67 31.97
H 11.67 12.11 29.60
H 11.01 13.62 30.27
H 10.31 11.61 28.57
C 17.73 9.30 31.51
C 16.40 9.29 30.79
C 15.30 8.46 31.44
O 15.81 10.59 30.94
H 17.53 9.86 32.42
H 18.41 10.01 31.03
H 18.15 8.32 31.71
H 16.46 8.89 29.77
H 15.01 8.72 32.46
H 15.68 7.47 31.69
H 14.41 8.30 30.83
H 15.85 11.02 30.09
C 16.74 15.27 27.26
C 15.31 14.76 26.97
C 14.75 15.46 25.61
O 15.41 13.32 26.84
H 17.22 15.39 26.30
H 17.36 14.63 27.89
H 16.80 16.23 27.78
H 14.59 14.97 27.76
H 14.67 16.51 25.89
H 13.76 15.08 25.36
H 15.39 15.32 24.74
H 14.70 12.96 26.30
C 5.28 10.73 28.25
C 4.82 12.14 28.23
C 4.88 12.84 29.59
O 5.65 12.84 27.38
H 5.34 10.49 27.19
H 4.60 10.02 28.72
H 6.25 10.56 28.73
H 3.84 12.23 27.77
H 4.24 12.21 30.21
H 4.47 13.85 29.52
H 5.88 12.85 30.03
H 6.46 13.03 27.86
C 5.74 11.74 22.00
C 4.42 12.45 21.77
C 3.51 11.82 20.77
O 3.78 12.48 22.96
H 5.54 10.82 22.55
H 6.44 12.34 22.58
H 6.27 11.46 21.09
H 4.62 13.45 21.39
H 3.13 10.85 21.10
H 4.06 11.68 19.84
H 2.71 12.55 20.64
H 4.44 12.66 23.63
C 11.12 2.73 28.49
C 12.58 3.00 28.91
C 13.21 1.77 29.70
O 13.37 3.29 27.78
H 10.43 2.18 29.13
H 11.09 2.19 27.55
H 10.58 3.65 28.26
H 12.65 3.80 29.64
H 13.17 0.88 29.08
H 12.70 1.54 30.64
H 14.27 1.90 29.92
H 13.34 4.24 27.71
*
```

HOMO energy = -8.29 eV
Relative energy (zero: lowest compared OMol25 entry of this formula, charge and spin) = 96.4 kcal/mol
HOMO-LUMO gap = 0.38659 hartree
DFT total energy = -116243.456 eV

Mulliken atomic charge list, values in e, 2 entries: atom 1 (As): 2.06, atom 2 (F): -0.50

[9]
# C4H8O2

A cluster of 2 separate species, C4H8O2 in total (the ωB97M-V functional and the def2-TZVPD basis, the OMol25 dataset).

The geometry in ORCA input format:
```
! wB97M-V def2-TZVPD RIJCOSX def2/J DEFGRID3
* xyz 0 1
C -1.39 -0.77 -1.16
C -2.21 -0.46 -0.16
O -1.97 0.50 0.79
H -1.81 -1.28 -2.02
H -0.34 -0.52 -1.12
H -3.18 -0.93 -0.02
H -1.73 1.30 0.31
C 1.50 1.28 -0.27
C 1.72 0.30 0.59
O 2.31 -0.91 0.32
H 1.00 2.15 0.13
H 1.87 1.32 -1.28
H 1.43 0.42 1.63
H 1.69 -1.47 -0.16
*
```

SMILES = C=CO.C=CO
HOMO energy = -9.38 eV
Relative energy (zero: lowest compared OMol25 entry of this formula, charge and spin) = 68.7 kcal/mol
HOMO-LUMO gap = 0.37583 hartree
DFT total energy = -8370.303 eV

Mulliken atomic charge list, values in e, 2 entries: atom 1 (C): -0.56, atom 2 (C): 0.09